57
Properties=species:S:1:pos:R:3 method="wB97M-V/def2-TZVPD" lumo_energy_ev=0.68 charge=0 homo_lumo_gap_ev=9.9 homo_ha=-0.33880 smiles=CCCCCCCCCC[SiH2]C[C@@H](O)C(F)(F)F.Fc1ccccc1
C 5.63604 -0.04452 0.09375
C 4.86210 0.87343 -0.86255
C 4.86451 0.39264 -2.33580
C 3.47642 -0.04864 -2.83757
C 3.14305 -1.49391 -2.45899
C 1.68595 -1.88300 -2.70514
C 1.26068 -3.21035 -2.04368
C 0.24272 -3.04921 -0.90826
C 0.83393 -2.38928 0.34958
C -0.23628 -1.85255 1.31870
Si -0.82220 -0.08655 1.04797
C -0.49455 0.58876 -0.68258
C -0.97578 2.03456 -0.82125
O -0.19418 2.65951 -1.82506
C -2.49410 2.13065 -1.15199
F -3.14863 2.77666 -0.16690
F -3.10251 0.94344 -1.28509
F -2.72567 2.81151 -2.27861
H 5.36533 0.14449 1.13682
H 5.43732 -1.09877 -0.12322
H 6.71521 0.11881 0.00127
H 5.30099 1.87626 -0.81650
H 3.82515 0.97173 -0.51881
H 5.24365 1.18844 -2.98263
H 5.54552 -0.46471 -2.42390
H 2.71251 0.60453 -2.38880
H 3.40801 0.08367 -3.92504
H 3.80114 -2.17842 -3.00950
H 3.37626 -1.63545 -1.39086
H 1.03721 -1.07534 -2.34591
H 1.51636 -1.94666 -3.78844
H 0.85547 -3.89508 -2.79825
H 2.15332 -3.70641 -1.63507
H -0.63115 -2.48354 -1.26687
H -0.12194 -4.04729 -0.62813
H 1.42010 -3.15602 0.87510
H 1.55109 -1.60840 0.06563
H -1.10350 -2.52318 1.32548
H 0.16348 -1.87009 2.34256
H -2.27734 0.01448 1.32018
H -0.15137 0.83669 1.99594
H -0.94144 -0.03397 -1.46098
H 0.58696 0.61388 -0.85693
H -0.85950 2.57199 0.13205
H -0.48694 3.57065 -1.94516
F -5.19432 3.63782 5.32785
C -5.31703 2.56297 4.52113
C -4.88026 2.65826 3.21508
C -5.00798 1.54929 2.39128
C -5.56549 0.37464 2.87915
C -5.99758 0.30770 4.19661
C -5.87509 1.40883 5.03271
H -4.45091 3.58436 2.85716
H -4.66842 1.60295 1.36757
H -5.66034 -0.48742 2.23249
H -6.43385 -0.60550 4.57927
H -6.20214 1.38068 6.06312